1.
C2H14O4 | the ωB97M-V functional and the def2-TZVPD basis

Computed properties:
Gap between HOMO and LUMO in Ha: 0.429
SMILES: CC.O.O.O.O
Energy above the lowest of the compared OMol25 structures with the same formula, charge and spin in eV: 1.479
Electronic energy in eV: -10490.0989
HOMO level in eV: -11.17
Maximum force in eV/A: 4.1

Each line ends with the Mulliken charge.
Cartesian coordinates (Å):
C  2.06913  -1.25080  2.22089  -0.7845
C  3.27319  -0.36493  2.89044  -0.6937
H  1.23620  -1.57444  2.91874  0.2670
H  2.31322  -2.26003  1.90197  0.3076
H  1.40675  -0.72458  1.47012  0.1626
H  4.01756  -0.92528  3.41558  0.3041
H  3.61660  0.10659  1.96449  0.2072
H  2.82129  0.47004  3.45734  0.2316
O  -1.46992  -1.84583  -3.17208  -0.6125
H  -1.95498  -1.94145  -4.00735  0.3192
H  -1.59250  -0.92439  -2.92247  0.2870
O  -0.47001  2.05799  -4.09324  -0.7205
H  -0.80743  2.82482  -3.60672  0.3418
H  0.48603  1.97908  -4.00856  0.3402
O  0.28723  0.66322  -1.73404  -0.6032
H  -0.47868  0.51493  -1.16370  0.3396
H  -0.24233  0.84599  -2.53611  0.3065
O  -4.70215  0.68623  1.97466  -0.6424
H  -5.44274  0.30354  2.45705  0.3211
H  -4.36646  1.35930  2.57299  0.3212

---

2.
C2H14O4S | the ωB97M-V functional and the def2-TZVPD basis

Computed properties:
2S+1: 2
Gap between HOMO and LUMO (alpha / beta) in Ha: 0.087 / 0.334
Expectation value of S²: 0.751
Energy above the lowest of the compared OMol25 structures with the same formula, charge and spin in eV: 1.421
Electronic energy in eV: -21324.4142
HOMO level (alpha / beta) in eV: 0.68 / -6.16
Charge: -1
Maximum force in eV/A: 5.2

Each line ends with the Mulliken charge.
Cartesian coordinates (Å):
C  1.65022  0.73274  -0.28836  -0.8258
C  2.45289  -0.46713  0.16532  -0.5908
S  1.55120  -1.73066  1.24305  -0.3329
H  2.10768  1.59728  -0.71575  0.7424
H  1.07411  1.23285  0.53549  -0.4725
H  0.93055  0.43271  -1.14392  -0.0014
H  2.89045  -0.98396  -0.70944  0.3125
H  3.34585  -0.05957  0.81360  0.4231
H  0.68231  -2.40541  0.55787  0.0843
H  0.40403  -0.87436  -2.89904  0.1532
H  -0.29356  -2.08547  -2.39397  -0.0942
O  0.12397  -1.34689  -2.09653  0.0463
H  -0.98778  1.14188  2.78373  0.3941
H  -0.31554  2.10633  1.92807  0.1308
O  -1.17001  1.81212  2.11274  -0.6935
H  -2.64653  1.38793  0.97549  0.3369
H  -2.24772  1.64031  -0.54552  0.3313
O  -2.99199  1.72004  0.10355  -0.7634
H  -1.54386  -0.91687  0.09369  0.0981
H  -2.88856  -1.34493  -0.46720  0.4229
O  -2.12774  -1.58893  -0.05286  -0.7013

---

3.
C2H14O4S | the ωB97M-V functional and the def2-TZVPD basis

Computed properties:
Gap between HOMO and LUMO in Ha: 0.360
SMILES: CCS.O.O.O.O
Energy above the lowest of the compared OMol25 structures with the same formula, charge and spin in eV: 1.055
Electronic energy in eV: -21325.9584
HOMO level in eV: -9.39
Maximum force in eV/A: 1.5

Each line ends with the Mulliken charge.
Cartesian coordinates (Å):
C  0.80907  1.61761  -0.32211  -0.7950
C  1.37686  0.57963  0.66639  0.1310
S  2.70519  -0.46880  -0.12366  -0.2759
H  0.92660  2.62053  0.08221  0.3287
H  1.19707  1.47694  -1.31810  0.3243
H  -0.26341  1.49038  -0.32912  0.2331
H  0.74013  -0.18368  1.10947  -0.4245
H  1.79095  1.12900  1.51249  0.4284
H  3.53134  0.55814  -0.42909  0.1357
O  -1.54032  1.18057  1.40050  -0.5826
H  -2.35060  1.64864  1.58623  0.2789
H  -1.75852  0.59287  0.65849  0.3404
O  0.40578  -1.27840  -2.42910  -0.6193
H  0.91995  -1.13949  -1.62887  0.2608
H  0.67798  -0.59900  -3.05864  0.3283
O  -1.77707  -0.73834  -0.70200  -0.6368
H  -1.76630  -0.92319  -1.66241  0.3223
H  -1.45622  -1.56154  -0.33202  0.1938
O  -1.50441  -2.23863  2.04305  -0.6155
H  -0.77651  -1.60731  2.09683  0.2986
H  -1.88755  -2.15594  1.17945  0.3453

---

4.
C2H14O4S2 | the ωB97M-V functional and the def2-TZVPD basis

Computed properties:
Gap between HOMO and LUMO in Ha: 0.342
SMILES: CSSC.O.O.O.O
Energy above the lowest of the compared OMol25 structures with the same formula, charge and spin in eV: 1.689
Electronic energy in eV: -32160.3737
HOMO level in eV: -9.30
Maximum force in eV/A: 3.9

Each line ends with the Mulliken charge.
Cartesian coordinates (Å):
C  -2.06098  -3.31522  -0.23627  -0.7711
S  -0.26882  -2.85227  0.03629  -0.0908
S  0.00120  -0.92884  -0.14269  0.0017
C  0.50395  -0.22568  -1.74009  -0.7664
H  -2.27569  -3.73523  -1.31917  0.2436
H  -2.13679  -4.16281  0.43412  0.2801
H  -2.75134  -2.57916  0.00528  0.3277
H  0.55087  0.82218  -1.66118  0.2968
H  1.47860  -0.71544  -2.06254  0.2080
H  -0.39318  -0.36700  -2.39260  0.3081
O  -1.26553  0.22561  2.56623  -0.6351
H  -1.19927  0.22641  1.61759  0.2311
H  -0.83753  -0.55680  2.92919  0.3420
O  1.74789  1.09444  2.51230  -0.6202
H  2.09794  1.72400  1.89263  0.2785
H  0.74541  1.04051  2.43627  0.3708
O  3.35722  1.34607  -2.65622  -0.6501
H  3.44159  2.17212  -2.19019  0.3100
H  3.61897  0.61754  -1.93180  0.3383
O  -1.71494  3.56872  0.86665  -0.6105
H  -0.80339  3.76476  0.85739  0.2963
H  -1.83619  2.83610  0.17880  0.3110

---

5.
C2H14O5 | the ωB97M-V functional and the def2-TZVPD basis

Computed properties:
Gap between HOMO and LUMO in Ha: 0.392
SMILES: C=C.O.O.O.O.O
Energy above the lowest of the compared OMol25 structures with the same formula, charge and spin in eV: 1.306
Electronic energy in eV: -12537.8510
HOMO level in eV: -10.12
Maximum force in eV/A: 1.3

Each line ends with the Mulliken charge.
Cartesian coordinates (Å):
C  -1.07289  -3.57201  -1.56999  -0.4071
C  -0.33473  -3.64768  -0.46684  -0.3528
H  -1.47910  -2.60358  -1.87315  0.1926
H  -1.07056  -4.37113  -2.30496  0.2401
H  -0.23410  -2.83315  0.24919  0.1221
H  0.33737  -4.48739  -0.19418  0.2018
O  -0.43019  1.32613  -3.05079  -0.6224
H  -0.72158  0.80892  -2.29073  0.3155
H  -0.85077  0.90873  -3.80842  0.3031
O  1.38978  0.77196  -0.65362  -0.6072
H  2.21244  0.56734  -1.09311  0.2558
H  1.13320  0.20631  0.10091  0.4215
O  0.11270  -0.32455  1.57543  -0.6873
H  0.71209  -0.55829  2.29646  0.3342
H  0.01929  0.62865  1.74501  0.2915
O  -0.17099  2.17183  3.43569  -0.6651
H  -1.07016  2.44183  3.63631  0.3138
H  0.13852  2.67631  2.66405  0.3951
O  0.43683  3.32516  0.94709  -0.6752
H  0.41504  2.54104  0.36627  0.3163
H  0.52781  4.02360  0.28938  0.3135

---

6.
C2H14OSi4 | the ωB97M-V functional and the def2-TZVPD basis

Computed properties:
Gap between HOMO and LUMO (alpha / beta) in Ha: 0.244 / 0.244
Energy above the lowest of the compared OMol25 structures with the same formula, charge and spin in eV: 2.330
Electronic energy in eV: -35854.5545
HOMO level (alpha / beta) in eV: -7.62 / -7.62
Maximum force in eV/A: 4.9

Each line ends with the Mulliken charge.
Cartesian coordinates (Å):
C  3.68318  1.02066  -1.58279  -1.2155
C  2.19914  0.78932  -1.90959  -0.1554
O  1.48407  1.55022  -0.99515  -0.1831
Si  -3.35832  0.45848  -0.90814  0.2250
Si  -2.12110  -2.39953  1.86709  0.2779
Si  0.88419  1.30788  0.47750  0.1883
Si  -2.16707  -0.29848  0.91913  0.0022
H  4.35543  0.75322  -2.37302  0.3936
H  3.71462  1.99546  -1.46357  0.3897
H  4.00119  0.44028  -0.74994  0.3151
H  1.93004  -0.23187  -1.83134  0.2960
H  2.03576  1.09675  -2.98393  0.2578
H  -4.84660  0.04692  -1.10632  -0.0935
H  -2.74548  0.28900  -2.30782  -0.0817
H  -3.53735  1.95423  -0.39352  -0.0577
H  -1.34819  -2.55375  3.04069  -0.1331
H  -3.39273  -3.35094  1.88315  -0.0897
H  -1.27192  -3.19591  0.77206  -0.1017
H  1.96142  0.62909  1.14054  -0.1185
H  0.55796  2.65531  1.02860  -0.0579
H  -2.26691  0.66941  2.11490  -0.0578

---

What is the energy above the lowest of the compared OMol25 structures with the same formula, charge and spin in the fifth record?
1.306 eV

---

Repeat the first record exactly.
C2H14O4 | the ωB97M-V functional and the def2-TZVPD basis

Computed properties:
Gap between HOMO and LUMO in Ha: 0.429
SMILES: CC.O.O.O.O
Energy above the lowest of the compared OMol25 structures with the same formula, charge and spin in eV: 1.479
Electronic energy in eV: -10490.0989
HOMO level in eV: -11.17
Maximum force in eV/A: 4.1

Each line ends with the Mulliken charge.
Cartesian coordinates (Å):
C  2.06913  -1.25080  2.22089  -0.7845
C  3.27319  -0.36493  2.89044  -0.6937
H  1.23620  -1.57444  2.91874  0.2670
H  2.31322  -2.26003  1.90197  0.3076
H  1.40675  -0.72458  1.47012  0.1626
H  4.01756  -0.92528  3.41558  0.3041
H  3.61660  0.10659  1.96449  0.2072
H  2.82129  0.47004  3.45734  0.2316
O  -1.46992  -1.84583  -3.17208  -0.6125
H  -1.95498  -1.94145  -4.00735  0.3192
H  -1.59250  -0.92439  -2.92247  0.2870
O  -0.47001  2.05799  -4.09324  -0.7205
H  -0.80743  2.82482  -3.60672  0.3418
H  0.48603  1.97908  -4.00856  0.3402
O  0.28723  0.66322  -1.73404  -0.6032
H  -0.47868  0.51493  -1.16370  0.3396
H  -0.24233  0.84599  -2.53611  0.3065
O  -4.70215  0.68623  1.97466  -0.6424
H  -5.44274  0.30354  2.45705  0.3211
H  -4.36646  1.35930  2.57299  0.3212

---

Which value of energy above the lowest of the compared OMol25 structures with the same formula, charge and spin does entry 4 give?
1.689 eV